# 1
{"formula": "C21H45ClF3N8O6", "method": "wB97M-V/def2-TZVPD", "max_force_ev_per_a": 4.58, "gap_ha": 0.23521, "total_charge": 1, "multiplicity": 1, "e_homo_ev": -10.652, "species": ["F", "C", "F", "F", "O", "C", "C", "C", "N", "C", "N", "Cl", "N", "C", "H", "H", "H", "H", "H", "H", "H", "H", "H", "H", "C", "C", "O", "N", "C", "H", "H", "H", "H", "H", "H", "H", "C", "C", "O", "N", "C", "H", "H", "H", "H", "H", "H", "H", "C", "C", "O", "N", "C", "H", "H", "H", "H", "H", "H", "H", "C", "C", "O", "N", "C", "H", "H", "H", "H", "H", "H", "H", "C", "C", "O", "N", "C", "H", "H", "H", "H", "H", "H", "H"], "xyz": [[-4.567, -2.490, -0.389], [-3.573, -1.512, -0.589], [-2.877, -1.397, 0.622], [-4.141, -0.249, -0.847], [-2.747, -1.834, -1.695], [-1.424, -1.276, -1.478], [-0.531, -1.213, -2.808], [0.835, -2.030, -2.538], [1.628, -1.461, -1.407], [1.638, -0.016, -1.370], [2.615, 0.560, -0.614], [2.285, 1.708, 0.642], [0.694, 0.889, -2.006], [-0.025, 0.281, -3.162], [-0.854, -1.948, -0.738], [-1.491, -0.200, -1.074], [-1.105, -1.620, -3.703], [0.524, -3.117, -2.407], [1.497, -1.968, -3.479], [2.577, -1.875, -1.336], [3.587, 0.248, -0.793], [0.016, 1.296, -1.347], [-0.841, 0.931, -3.606], [0.763, 0.142, -3.990], [6.923, -1.329, -1.159], [5.798, -2.090, -1.806], [4.833, -2.497, -1.166], [5.876, -2.320, -3.141], [6.926, -1.918, -4.052], [6.724, -1.222, -0.093], [7.863, -1.872, -1.282], [7.004, -0.332, -1.598], [5.090, -2.835, -3.510], [6.485, -1.287, -4.827], [7.342, -2.815, -4.515], [7.720, -1.371, -3.550], [4.554, 0.335, -6.248], [4.129, 0.940, -4.937], [3.883, 0.254, -3.948], [4.021, 2.292, -4.870], [4.267, 3.261, -5.919], [4.596, -0.750, -6.151], [3.832, 0.584, -7.028], [5.547, 0.696, -6.523], [3.732, 2.628, -3.962], [5.053, 3.940, -5.582], [3.350, 3.830, -6.083], [4.572, 2.791, -6.850], [-0.434, 1.728, 5.208], [0.349, 1.036, 4.127], [1.559, 0.866, 4.201], [-0.334, 0.589, 3.035], [-1.751, 0.694, 2.769], [0.240, 2.026, 6.011], [-0.913, 2.622, 4.811], [-1.184, 1.050, 5.621], [0.254, 0.135, 2.351], [-2.153, -0.311, 2.646], [-1.887, 1.251, 1.837], [-2.283, 1.200, 3.572], [-3.719, 4.160, 3.712], [-3.158, 4.519, 5.062], [-2.476, 3.739, 5.716], [-3.431, 5.757, 5.552], [-4.211, 6.810, 4.935], [-3.420, 3.145, 3.452], [-4.810, 4.203, 3.735], [-3.331, 4.840, 2.950], [-3.024, 5.929, 6.460], [-3.573, 7.689, 4.820], [-5.043, 7.056, 5.599], [-4.601, 6.518, 3.963], [-5.614, -4.374, 4.489], [-6.707, -5.131, 3.784], [-7.683, -5.566, 4.375], [-6.582, -5.326, 2.440], [-5.508, -4.891, 1.573], [-5.851, -4.298, 5.549], [-4.663, -4.902, 4.384], [-5.532, -3.364, 4.080], [-7.350, -5.841, 2.035], [-5.933, -4.246, 0.800], [-5.069, -5.774, 1.102], [-4.736, -4.347, 2.111]], "mulliken_charge": [-0.17, 0.79, -0.22, -0.25, -0.37, -0.40, 0.23, -0.95, 0.03, 0.22, -0.08, 0.01, -0.21, -0.85, 0.25, 0.13, 0.51, 0.39, 0.41, 0.24, 0.24, 0.38, 0.42, 0.21, -1.47, 0.86, -0.72, -0.05, -0.77, 0.31, 0.46, 0.39, 0.21, 0.09, 0.34, 0.33, -1.61, 0.80, -0.47, -0.16, -0.93, 0.33, 0.45, 0.41, 0.23, 0.31, 0.30, 0.37, -1.06, 0.77, -0.67, 0.00, -0.61, 0.32, 0.17, 0.34, 0.09, 0.20, 0.21, 0.23, -0.86, 0.78, -0.65, -0.19, -0.83, -0.14, 0.40, 0.36, 0.25, 0.28, 0.29, 0.32, -1.15, 0.75, -0.63, -0.15, -0.76, 0.28, 0.33, 0.31, 0.22, 0.30, 0.29, 0.23]}

---

# 2
{"formula": "C21H45F6O23S2V3", "method": "wB97M-V/def2-TZVPD", "s_squared": 0.855, "max_force_ev_per_a": 8.01, "gap_ha": [0.26326, 0.17261], "total_charge": 1, "multiplicity": 2, "e_homo_ev": [-12.029, -12.026], "species": ["O", "V", "O", "O", "V", "O", "O", "V", "O", "C", "F", "F", "F", "S", "O", "O", "O", "S", "O", "O", "O", "O", "C", "O", "C", "C", "O", "C", "H", "H", "H", "H", "H", "H", "H", "H", "H", "H", "C", "O", "C", "C", "O", "C", "H", "H", "H", "H", "H", "H", "H", "H", "H", "H", "C", "O", "C", "C", "O", "C", "H", "H", "H", "H", "H", "H", "H", "H", "H", "H", "C", "O", "C", "C", "O", "C", "H", "H", "H", "H", "H", "H", "H", "H", "H", "H", "C", "C", "O", "C", "O", "C", "F", "F", "F", "H", "H", "H", "H", "H"], "xyz": [[23.661, -27.002, -18.108], [23.848, -25.455, -17.816], [25.434, -25.292, -18.223], [20.572, -20.156, -18.955], [20.586, -21.564, -18.121], [21.865, -21.424, -17.104], [18.047, -24.891, -19.646], [19.159, -25.987, -19.983], [18.916, -26.509, -21.447], [19.734, -25.496, -15.254], [18.382, -25.496, -15.259], [20.160, -24.605, -14.345], [20.103, -26.751, -14.963], [20.444, -24.905, -17.011], [19.889, -25.865, -18.012], [20.015, -23.510, -17.186], [21.939, -25.080, -16.934], [22.010, -23.961, -20.212], [21.673, -22.743, -19.421], [23.023, -24.723, -19.530], [20.854, -24.772, -20.411], [22.494, -23.576, -21.551], [19.143, -20.792, -15.202], [18.979, -20.939, -16.611], [17.622, -21.220, -17.028], [17.481, -21.316, -18.555], [18.576, -21.966, -19.181], [18.483, -22.018, -20.591], [20.163, -20.536, -14.917], [19.007, -21.776, -14.754], [18.525, -20.021, -14.742], [16.916, -20.451, -16.715], [17.278, -22.191, -16.671], [17.331, -20.303, -18.928], [16.542, -21.823, -18.777], [19.421, -22.348, -21.038], [18.341, -21.035, -21.041], [17.704, -22.676, -20.977], [24.036, -26.864, -14.903], [24.326, -25.697, -15.666], [23.939, -24.458, -14.947], [24.556, -23.246, -15.663], [24.265, -23.346, -17.026], [24.915, -22.348, -17.788], [24.515, -26.912, -13.925], [24.441, -27.726, -15.433], [22.998, -26.956, -14.584], [24.295, -24.541, -13.921], [22.861, -24.353, -14.823], [25.636, -23.299, -15.520], [24.238, -22.310, -15.205], [25.991, -22.398, -17.625], [24.527, -21.408, -17.395], [24.686, -22.422, -18.851], [16.367, -27.402, -18.611], [17.566, -27.611, -19.312], [18.120, -28.954, -19.145], [19.341, -29.139, -20.020], [20.242, -28.035, -19.694], [21.432, -28.034, -20.474], [15.976, -26.412, -18.846], [16.662, -27.454, -17.563], [15.603, -28.162, -18.774], [17.426, -29.737, -19.451], [18.390, -29.163, -18.110], [19.039, -29.103, -21.067], [19.773, -30.124, -19.846], [22.200, -28.637, -19.990], [21.771, -26.998, -20.499], [21.164, -28.385, -21.470], [27.508, -23.095, -13.236], [26.116, -23.233, -12.876], [25.686, -22.137, -12.066], [24.178, -22.316, -11.615], [23.222, -22.416, -12.683], [21.875, -22.524, -12.286], [28.004, -23.392, -12.312], [27.742, -22.081, -13.561], [27.738, -23.693, -14.117], [25.696, -21.255, -12.706], [26.335, -21.876, -11.230], [23.816, -21.521, -10.964], [24.147, -23.283, -11.112], [21.265, -22.571, -13.188], [21.661, -21.618, -11.720], [21.744, -23.328, -11.562], [15.371, -24.362, -15.844], [14.880, -25.744, -15.410], [14.484, -25.693, -14.041], [13.399, -24.979, -13.644], [12.589, -24.435, -14.378], [13.196, -24.966, -12.147], [11.960, -25.300, -11.954], [13.910, -25.859, -11.502], [13.478, -23.729, -11.734], [15.410, -24.314, -16.933], [16.331, -24.172, -15.364], [14.666, -23.546, -15.686], [15.716, -26.428, -15.551], [14.100, -26.084, -16.091]], "mulliken_spin": [0.51, -0.51, 0.94, 0.00, 0.00, 0.00, 0.00, 0.00, 0.00, 0.00, 0.00, 0.00, 0.00, 0.01, -0.01, 0.00, 0.00, 0.00, 0.00, -0.01, 0.00, 0.00, 0.00, 0.00, 0.00, 0.00, 0.00, 0.00, 0.00, 0.00, 0.00, 0.00, 0.00, 0.00, 0.00, 0.00, 0.00, 0.00, 0.00, -0.01, 0.00, 0.01, 0.06, -0.01, 0.00, 0.00, 0.00, 0.00, 0.00, 0.00, 0.00, 0.01, 0.00, 0.00, 0.00, 0.00, 0.00, 0.00, 0.00, 0.00, 0.00, 0.00, 0.00, 0.00, 0.00, 0.00, 0.00, 0.00, 0.00, 0.00, 0.00, 0.00, 0.00, 0.00, 0.00, 0.00, 0.00, 0.00, 0.00, 0.00, 0.00, 0.00, 0.00, 0.00, 0.00, 0.00, 0.00, 0.00, 0.00, 0.00, 0.00, 0.00, 0.00, 0.00, 0.00, 0.00, 0.00, 0.00, 0.00, 0.00]}

---

# 3
{"formula": "C21H45HgNO10S3", "method": "wB97M-V/def2-TZVPD", "s_squared": 0.755, "max_force_ev_per_a": 2.56, "gap_ha": [0.33942, 0.21388], "total_charge": 1, "multiplicity": 2, "e_homo_ev": [-11.468, -11.467], "species": ["Hg", "C", "C", "O", "O", "H", "H", "H", "C", "C", "C", "O", "H", "H", "H", "H", "H", "H", "H", "C", "C", "C", "O", "C", "N", "H", "H", "H", "H", "H", "H", "H", "H", "H", "H", "H", "C", "C", "C", "S", "O", "O", "C", "H", "H", "H", "H", "H", "H", "H", "H", "C", "C", "C", "S", "O", "O", "C", "H", "H", "H", "H", "H", "H", "H", "H", "C", "C", "C", "S", "O", "O", "C", "H", "H", "H", "H", "H", "H", "H", "H"], "xyz": [[-0.301, -0.027, -0.005], [-4.397, -1.300, 0.357], [-2.971, -0.942, 0.433], [-2.608, 0.171, -0.078], [-2.142, -1.672, 0.963], [-4.752, -1.594, 1.346], [-4.486, -2.128, -0.346], [-5.128, -0.494, 0.283], [4.352, 0.821, -0.068], [2.996, 1.476, 0.063], [2.918, 2.719, -0.803], [1.902, 0.626, 0.058], [4.593, 0.255, 0.831], [5.175, 1.528, 0.037], [4.501, 0.231, -0.973], [3.132, 1.903, 1.057], [2.781, 2.496, -1.861], [3.885, 3.207, -0.686], [2.071, 3.379, -0.617], [-1.371, 0.175, 3.896], [-1.625, 1.338, 2.881], [-2.027, 2.663, 3.518], [-3.194, 2.583, 4.395], [-4.362, 2.279, 3.694], [-0.478, 1.484, 1.861], [-2.083, 0.292, 4.713], [-0.389, 0.338, 4.340], [-1.375, -0.848, 3.518], [-2.518, 1.052, 2.324], [-2.108, 3.475, 2.795], [-1.176, 2.914, 4.151], [-4.463, 2.803, 2.744], [-5.254, 2.521, 4.271], [-4.505, 1.208, 3.552], [0.281, 1.199, 2.464], [-0.419, 2.446, 1.557], [1.860, -4.907, 0.768], [2.954, -4.559, 1.726], [2.874, -3.063, 2.066], [1.056, -2.730, 2.249], [0.656, -1.555, 1.445], [0.740, -2.790, 3.675], [0.562, -4.265, 1.401], [1.743, -5.971, 0.564], [2.030, -4.412, -0.188], [3.860, -4.896, 1.223], [2.807, -5.046, 2.690], [3.206, -2.351, 1.310], [3.472, -2.649, 2.879], [-0.305, -4.130, 0.755], [0.141, -4.967, 2.121], [3.294, -1.221, -3.457], [2.093, -0.476, -3.992], [0.828, -1.409, -4.239], [0.855, -2.536, -2.764], [0.384, -3.892, -3.043], [0.284, -1.829, -1.612], [2.738, -2.440, -2.717], [3.898, -0.506, -2.898], [3.985, -1.465, -4.264], [2.450, 0.032, -4.888], [1.903, 0.439, -3.431], [0.957, -2.153, -5.025], [-0.185, -1.006, -4.223], [3.142, -3.315, -3.227], [3.082, -2.508, -1.685], [-2.427, 3.631, -0.928], [-3.466, 3.103, -1.922], [-2.773, 2.254, -3.011], [-0.899, 2.194, -2.671], [-0.170, 2.586, -3.867], [-0.565, 0.919, -2.052], [-1.038, 3.422, -1.407], [-2.566, 3.046, -0.019], [-2.619, 4.660, -0.624], [-3.875, 4.001, -2.386], [-4.252, 2.573, -1.383], [-2.771, 2.628, -4.035], [-3.152, 1.235, -2.924], [-0.879, 4.249, -2.099], [-0.363, 3.501, -0.555]], "mulliken_spin": [0.03, 0.00, 0.00, 0.00, 0.00, 0.00, 0.00, 0.00, 0.03, -0.02, 0.05, 0.78, 0.00, 0.00, 0.01, 0.12, 0.00, 0.00, 0.00, 0.00, 0.00, 0.00, 0.00, 0.00, 0.01, 0.00, 0.00, 0.00, 0.00, 0.00, 0.00, 0.00, 0.00, 0.00, 0.00, 0.00, 0.00, 0.00, 0.00, 0.00, 0.01, 0.00, 0.00, 0.00, 0.00, 0.00, 0.00, 0.00, 0.00, 0.00, 0.00, 0.01, 0.00, 0.00, 0.00, 0.00, -0.01, 0.00, 0.00, 0.00, 0.00, 0.01, 0.00, 0.00, 0.00, 0.00, 0.00, 0.00, 0.00, 0.00, 0.00, -0.01, 0.00, 0.00, 0.00, 0.00, 0.00, 0.00, 0.00, 0.00, 0.00]}